Computed, not measured: a structure of composition C33H30IN3O4PPdS, with ωB97M-V with the def2-TZVPD basis set.

Last column: Mulliken charge in e.
CARTESIAN COORDINATES (ANGSTROEM)
Pd 0.9463 -0.2134 0.4133  -0.365
O 4.6478 0.6533 -0.4723  -0.632
C 3.5283 0.9607 -0.1809  0.408
O 2.8270 0.4493 0.8346  -0.682
C 2.7627 2.0340 -0.9598  -0.955
P 1.1076 2.0491 -0.2379  2.450
C 0.0324 2.7772 -1.4877  0.135
C -0.8775 1.9610 -2.1551  -0.223
C -1.6609 2.4913 -3.1728  -0.896
C -1.5318 3.8266 -3.5210  -0.515
C -0.6263 4.6425 -2.8512  -0.765
C 0.1592 4.1238 -1.8366  -0.394
C 1.1285 3.2238 1.1406  0.296
C 2.2073 3.2873 2.0258  -0.581
C 2.1751 4.1721 3.0950  -0.808
C 1.0707 4.9877 3.2975  -0.576
C -0.0124 4.9145 2.4323  -0.694
C 0.0073 4.0270 1.3672  -0.576
H 2.7356 1.7588 -2.0134  0.456
H 3.2452 3.0063 -0.8594  0.500
H -0.9881 0.9259 -1.8572  0.387
H -2.3745 1.8628 -3.6891  0.474
H -2.1368 4.2395 -4.3176  0.405
H -0.5303 5.6857 -3.1219  0.436
H 0.8649 4.7605 -1.3163  0.478
H 3.0661 2.6442 1.8908  0.381
H 3.0180 4.2191 3.7719  0.466
H 1.0534 5.6761 4.1320  0.424
H -0.8769 5.5461 2.5903  0.438
H -0.8460 3.9631 0.7031  0.522
C 0.8910 -0.3394 2.7549  -1.767
C -0.4936 -0.2601 2.9011  0.946
C -1.1602 0.9888 2.7868  0.445
C -2.5128 1.0708 2.9814  -0.847
C -3.2310 -0.0872 3.3083  0.929
C -2.5993 -1.3280 3.4351  -0.680
C -1.2485 -1.4185 3.2239  -0.453
C -4.6465 0.0118 3.5410  -0.369
N -5.7729 0.1037 3.7447  -0.416
H 1.3904 -1.2838 2.9404  0.432
H 1.4907 0.5618 2.8233  0.575
H -0.5821 1.8734 2.5520  0.314
H -3.0336 2.0128 2.8845  0.536
H -3.1812 -2.2049 3.6814  0.521
H -0.7444 -2.3710 3.3223  0.467
I -2.2670 -7.5823 1.0321  0.127
C -2.1562 -5.5175 0.7821  -0.124
C -0.9197 -4.8890 0.8415  -0.940
C -0.8435 -3.5205 0.6226  0.135
C -1.9898 -2.7809 0.3524  0.515
C -3.2256 -3.4205 0.3305  -0.529
C -3.3131 -4.7879 0.5411  -0.596
C -1.9446 -1.3045 0.0764  -0.829
O -2.9339 -0.6255 0.2523  -0.665
O -0.8156 -0.8148 -0.4093  1.041
H -0.0226 -5.4575 1.0471  0.455
H 0.1201 -3.0333 0.6597  0.415
H -4.1177 -2.8371 0.1427  0.502
H -4.2734 -5.2837 0.5032  0.426
C 3.8043 -3.5354 -2.8299  -0.930
N 2.5091 -2.9017 -2.9660  0.084
C 1.8406 -2.7895 -4.2627  -0.658
C 0.4925 -2.1530 -3.8961  -0.647
N 0.7236 -1.7031 -2.5201  0.409
C 1.8377 -2.2519 -2.0194  0.452
S 2.3623 -2.1163 -0.4034  -0.524
H 4.5523 -3.0060 -3.4224  0.330
H 3.7452 -4.5674 -3.1752  0.327
H 4.1069 -3.5213 -1.7873  0.298
H 1.7367 -3.7708 -4.7236  0.395
H 2.4309 -2.1561 -4.9289  0.326
H -0.3213 -2.8783 -3.9284  0.333
H 0.2385 -1.3158 -4.5418  0.326
H -0.0446 -1.4645 -1.8944  -0.083

Results
**Molar mass**: 829.0 u
**Frontier orbital gap**: 5.204 eV
**Electronic energy**: -79066.611 eV
**HOMO**: -10.98 eV
**Charge**: +1